[1]
A structure of composition C5H7NO. Source: the Open Molecules 2025 dataset; level of theory: wB97M-V/def2-TZVPD.

Values from the calculation:
Molar mass = 97.1 g mol⁻¹
Charge = 0
Spin multiplicity = 1
Maximum force = 0.427 eV/Å
LUMO energy = -0.3555 eV
Energy above the lowest of the compared OMol25 structures with the same formula, charge and spin = 122.44 kcal/mol

Geometry as XYZ:
```
14
Properties=species:S:1:pos:R:3:forces:R:3
C -1.727370 0.100207 0.275519 -0.02 0.00 0.03
C -0.414916 0.186267 -0.495507 0.13 -0.12 -0.02
C 0.611680 1.009036 0.110405 -0.19 0.00 -0.08
C 1.708089 1.220226 0.624275 0.30 -0.03 0.12
N 1.517189 -1.287357 -0.090337 -0.13 -0.29 -0.12
C 0.305990 -1.291896 -0.560033 -0.29 0.31 -0.05
O -0.471411 -2.120084 -1.052198 0.31 0.10 0.14
H -2.298533 1.032000 0.222781 0.04 -0.13 0.02
H -1.544374 -0.154989 1.324707 -0.03 0.05 -0.16
H -2.300324 -0.711616 -0.179546 0.07 0.15 0.08
H -0.577959 0.481385 -1.536757 0.05 0.02 0.15
H 0.723174 2.190817 0.457816 -0.13 0.06 -0.04
H 2.633040 1.529753 1.078065 -0.22 -0.11 -0.12
H 1.887163 -2.229933 -0.168765 0.12 0.01 0.05
```
Forces are in eV/Å.

Results of the Löwdin charge analysis, in e, for atoms 1 through 6: -0.06, -0.25, -0.12, 0.26, 0.06, -0.62


[2]
A cluster of 2 separate species, C4H8O in total at a distorted geometry. Source: the Open Molecules 2025 dataset; level of theory: wB97M-V/def2-TZVPD.

Values from the calculation:
Molar mass = 72.1 g mol⁻¹
Charge = 0
Spin multiplicity = 1
Maximum force = 1.897 eV/Å
LUMO energy = 0.8250 eV
Energy above the lowest of the compared OMol25 structures with the same formula, charge and spin = 42.25 kcal/mol

Geometry as XYZ:
```
13
Properties=species:S:1:pos:R:3:forces:R:3
C 0.957844 -1.726596 -0.308024 -0.80 0.12 -0.37
C 0.215826 -1.248387 0.688536 1.70 -0.57 0.60
C 0.555005 0.040174 1.387634 -1.06 0.25 0.04
H 0.859048 -2.752878 -0.647242 -0.09 0.15 -0.10
H 1.581792 -1.063916 -0.897070 0.33 -0.11 0.18
H -0.384996 -1.960932 1.246092 -0.36 0.20 -0.14
H 0.607645 -0.139158 2.462779 0.09 -0.04 0.00
H -0.244352 0.777898 1.257889 0.09 0.05 -0.02
H 1.498947 0.472826 1.074446 0.08 -0.03 -0.23
C -1.411001 1.898248 -1.568364 0.17 0.20 -0.11
O -2.069632 1.284535 -0.779936 -0.04 -0.03 0.00
H -0.611670 2.597169 -1.255146 -0.02 -0.06 0.10
H -1.554458 1.821023 -2.661593 -0.11 -0.12 0.03
```
Forces are in eV/Å.

Results of the Löwdin charge analysis, in e, for atoms 1 through 6: -0.03, -0.24, -0.12, 0.05, 0.05, 0.09


[3]
The molecule C5H10O2. Source: the Open Molecules 2025 dataset; level of theory: wB97M-V/def2-TZVPD.

Values from the calculation:
Molar mass = 102.1 g mol⁻¹
Charge = 0
Spin multiplicity = 1
Maximum force = 0.476 eV/Å
LUMO energy = 1.0647 eV
Energy above the lowest of the compared OMol25 structures with the same formula, charge and spin = 42.78 kcal/mol

Geometry as XYZ:
```
17
Properties=species:S:1:pos:R:3:forces:R:3
C 2.276239 -1.007834 -0.441042 -0.03 0.09 -0.02
C 1.130932 -0.732558 0.526734 0.12 -0.22 0.08
O 0.459442 0.521947 0.307228 -0.04 0.09 0.12
C -0.965354 0.383142 0.328439 -0.17 -0.10 0.01
C -1.734086 1.678360 0.567830 0.11 0.00 -0.04
C -1.218465 -0.164097 -1.058694 -0.07 -0.41 -0.15
O -1.466974 -1.318911 -1.309434 -0.04 0.47 0.03
H 2.994903 -0.185588 -0.481180 -0.12 -0.02 0.06
H 2.807492 -1.902389 -0.088914 -0.10 0.19 -0.06
H 1.931017 -1.217797 -1.458434 -0.08 0.13 0.16
H 0.415868 -1.560444 0.444202 0.06 0.17 0.08
H 1.519327 -0.719654 1.552036 -0.08 0.01 -0.06
H -1.266034 -0.353505 1.083985 0.06 0.01 -0.13
H -2.807669 1.454650 0.476061 0.27 0.03 0.02
H -1.569365 2.083561 1.569797 0.12 -0.12 -0.13
H -1.496711 2.457177 -0.163583 0.10 -0.16 0.05
H -1.010569 0.583938 -1.855025 -0.12 -0.14 -0.03
```
Forces are in eV/Å.

Results of the Löwdin charge analysis, in e, for atoms 1 through 6: -0.07, -0.26, -0.11, -0.38, -0.03, -0.22


[4]
A cluster of 2 separate species, C11H25N2O6S in total at a distorted geometry. Source: the Open Molecules 2025 dataset; level of theory: wB97M-V/def2-TZVPD.

Values from the calculation:
Molar mass = 313.4 g mol⁻¹
Charge = +1
Spin multiplicity = 1
Maximum force = 8.473 eV/Å
LUMO energy = -3.2307 eV

Geometry as XYZ:
```
45
Properties=species:S:1:pos:R:3:forces:R:3
N -2.020180 1.858716 -0.187568 1.33 -0.04 1.24
C -1.642735 2.967272 0.816037 -2.87 -1.42 0.22
C -2.004260 2.371116 2.300611 0.93 0.03 1.54
C -0.714325 1.552934 2.982115 0.00 1.42 -0.29
C -1.188575 0.528442 4.170750 0.56 -0.76 -1.33
C -1.797377 -0.819872 3.390431 -2.01 1.53 1.65
O -0.687572 -1.755988 3.147888 0.58 1.13 -4.37
C -0.230067 -1.733309 1.750054 -3.33 -0.69 -3.20
O -0.998363 -1.929095 0.672712 4.44 1.45 6.42
C 0.304037 2.766057 3.519187 -2.20 -1.72 0.13
S 0.538416 3.889719 1.991360 6.28 5.64 0.80
O 2.088464 3.896139 1.694528 -6.04 -1.27 0.48
O 0.133482 5.335959 2.363658 -0.22 -5.49 -1.51
O -0.219418 3.267204 0.593377 -0.91 0.13 2.69
H -2.957363 1.440814 0.066679 1.51 0.81 -0.26
H -1.288387 1.108746 -0.020227 -1.34 0.91 -0.20
H -2.369841 3.858430 0.593133 1.88 -1.38 0.40
H -2.914362 1.615662 2.242118 1.79 1.92 -0.03
H -2.232705 3.250007 3.075691 0.17 -1.88 -1.77
H -0.146280 1.037231 2.085109 -1.06 0.51 1.96
H -0.237964 0.146233 4.759814 -2.04 0.88 -1.04
H -1.986845 0.996466 4.915503 1.75 -0.92 -1.77
H -2.603355 -1.274918 4.144345 2.07 0.43 -1.84
H -2.395082 -0.513839 2.416624 1.54 -0.85 1.85
H 0.922565 -1.509405 1.552494 -2.36 -0.74 1.12
H -0.326912 3.347844 4.334570 1.65 -0.80 -1.87
H 1.321741 2.357607 3.928401 -1.82 1.17 -1.18
C 2.195543 -0.762191 -4.011994 0.12 0.36 -0.05
C 1.922987 -1.536542 -2.730504 0.64 0.04 -0.74
C 1.938296 -3.060332 -2.928492 -0.92 -0.23 0.61
O 0.728110 -3.476966 -3.574501 1.02 0.16 0.25
C 0.859813 -3.679133 -4.980728 -0.51 -0.08 -0.44
N 0.555533 -1.164719 -2.247246 -0.56 -0.32 0.35
H 1.369880 -0.833827 -4.725375 0.08 -0.13 0.07
H 2.343001 0.300340 -3.792595 0.02 -0.11 -0.06
H 3.104481 -1.129089 -4.501522 -0.21 0.06 0.16
H 2.635703 -1.238674 -1.955076 -0.11 -0.12 -0.08
H 1.933813 -3.536753 -1.941159 -0.02 -0.04 -0.10
H 2.838619 -3.407558 -3.446683 -0.17 0.28 -0.04
H 1.876596 -3.956565 -5.274905 -0.10 0.05 0.15
H 0.554028 -2.770694 -5.505391 0.14 -0.09 -0.17
H 0.177280 -4.483950 -5.274538 0.17 0.16 0.16
H 0.355926 -0.160993 -2.305499 0.14 -0.15 0.00
H 0.396900 -1.477991 -1.279992 -0.22 0.08 0.01
H -0.133241 -1.680530 -2.823192 0.23 0.06 0.06
```
Forces are in eV/Å.

Results of the Löwdin charge analysis, in e, for atoms 1 through 6: 0.02, -0.37, -0.11, -0.32, -0.11, -0.17


[5]
A cluster of 9 separate species, C47H57F10NO30S2 in total at a distorted geometry. Source: the Open Molecules 2025 dataset; level of theory: wB97M-V/def2-TZVPD.

Values from the calculation:
Molar mass = 1370.1 g mol⁻¹
Charge = 0
Spin multiplicity = 1
Maximum force = 3.099 eV/Å
LUMO energy = 0.2112 eV

Geometry as XYZ:
```
147
Properties=species:S:1:pos:R:3:forces:R:3
C 1.159167 -0.013189 3.184795 -1.04 0.11 0.35
C -0.214531 -0.742609 3.104547 0.55 -0.01 -0.22
C -0.360492 -1.775254 1.953341 -0.48 0.22 1.57
C -1.409570 -1.520733 0.839351 0.74 -0.38 -0.14
S -1.478163 -3.163805 -0.017076 0.13 -0.05 -1.07
C -1.075619 -0.357269 -0.193417 0.34 -1.19 -0.13
C -1.699694 -0.747994 -1.561906 -1.18 0.87 -0.10
C -1.920776 0.347952 -2.636071 0.10 -0.78 -0.98
O -1.452075 -0.143867 -3.911406 0.07 0.15 0.23
C 0.464893 -0.300649 -0.409686 0.24 0.95 0.26
F 0.932412 -1.534910 -0.863540 -0.29 -0.07 -0.16
C 0.971404 0.770289 -1.367402 1.23 -0.10 -0.49
C 2.523868 0.801795 -1.295577 -0.57 0.57 0.51
C -1.513804 1.042346 0.332986 1.17 0.15 -1.27
F -0.530503 1.490343 1.203908 -0.42 -0.47 0.66
C -2.964187 1.267888 0.787588 -1.30 0.65 -0.36
C -3.347466 1.861167 2.168229 0.72 0.03 0.30
C -2.341599 2.159305 3.277732 -0.47 0.88 1.45
O -2.768688 2.718419 4.274446 0.24 -0.45 -0.86
C -3.740237 2.115478 -0.277371 -0.09 -0.21 0.56
C -3.174420 3.483308 -0.676915 0.80 -0.36 -0.46
C -2.596521 4.406368 0.385873 -0.63 1.47 0.28
O -3.139813 5.479003 0.598322 0.16 -1.06 0.05
N -1.437135 4.064478 1.137713 -0.51 0.50 -0.85
C -0.177207 4.193153 0.466626 -0.05 -0.46 0.56
C 0.004321 4.453722 -0.864869 -1.01 0.11 -0.66
C 1.272312 4.505804 -1.404718 0.35 0.06 -1.17
C 2.386751 4.319892 -0.640035 0.18 -0.20 0.20
C 2.190512 4.095401 0.709833 1.36 -0.20 0.46
C 0.949938 4.027131 1.252426 -0.62 -0.12 0.86
O -3.708833 -0.000376 0.643180 1.10 -0.27 0.61
S -3.125668 -1.226086 1.473129 -1.36 -2.57 1.07
O -3.952992 -2.332059 1.094626 -0.28 0.11 -1.17
O -3.170209 -1.090254 2.901005 0.88 1.63 -0.01
H 1.580556 -0.176100 4.173844 0.28 -0.11 -0.23
H 0.966145 1.062128 3.138696 0.43 -0.05 -0.26
H 1.870678 -0.322331 2.416845 -0.03 0.09 0.09
H -0.347826 -1.264136 4.055636 -0.22 -0.04 -0.19
H -1.026756 -0.024117 3.045222 0.13 -0.07 0.11
H -0.657240 -2.717306 2.425152 -0.05 0.11 -0.09
H 0.633200 -1.992908 1.558558 -0.32 0.08 -0.54
H -1.684089 -4.051797 0.973347 -0.01 0.68 0.30
H -2.694400 -1.166809 -1.375776 0.19 -0.10 0.01
H -1.135331 -1.531024 -2.069404 0.25 0.12 0.34
H -2.992526 0.507673 -2.785894 0.13 0.46 0.46
H -1.381861 1.284501 -2.491613 -0.23 -0.02 0.25
H -2.213684 -0.467502 -4.398974 0.10 -0.07 -0.05
H 0.999376 -0.133033 0.527007 -0.35 -0.03 0.07
H 0.721075 0.576010 -2.415508 -0.39 -0.19 0.23
H 0.650858 1.784237 -1.110767 -0.27 -0.25 0.08
H 2.918148 1.390731 -2.126416 0.08 -0.28 -0.02
H 2.792904 1.352879 -0.385841 0.16 -0.25 -0.06
H 2.956679 -0.197293 -1.248112 0.04 0.09 -0.23
H -1.324503 1.681818 -0.534204 -0.45 0.06 0.10
H -3.899707 2.796916 2.037566 0.30 0.03 -0.11
H -4.099167 1.214318 2.629431 0.22 -0.15 -0.10
H -1.261181 1.940827 3.275699 -0.33 -0.23 -0.59
H -4.743263 2.250950 0.139956 0.10 -0.05 -0.04
H -3.877498 1.490991 -1.162809 0.16 0.19 -0.01
H -2.394493 3.324578 -1.434179 -0.02 -0.05 0.20
H -3.943363 4.052046 -1.200469 -0.03 -0.01 0.24
H -1.429196 4.699814 1.931870 -0.08 -0.07 0.05
H -0.839427 4.625516 -1.523826 0.06 0.09 0.05
H 1.395980 4.679515 -2.467263 -0.18 0.07 0.05
H 3.382654 4.342496 -1.061647 -0.06 0.05 -0.05
H 3.042991 3.970101 1.369387 -0.02 0.00 -0.08
H 0.813517 3.848049 2.315238 0.11 -0.06 -0.06
O 5.140383 -3.651798 -2.705011 0.08 0.11 -0.04
C 4.006378 -4.006512 -2.647224 0.08 0.20 0.13
O 3.304816 -4.136688 -1.502819 0.04 -0.08 -0.34
C 1.949007 -4.445548 -1.859913 -0.48 -0.12 0.39
C 2.119355 -5.035357 -3.233443 -0.23 0.36 -0.16
F 1.054622 -4.769810 -4.030562 0.07 -0.06 -0.07
O 3.252900 -4.339482 -3.730818 0.19 -0.32 0.32
H 1.360827 -3.526574 -1.874491 0.05 -0.03 -0.22
H 1.503291 -5.140059 -1.149919 0.35 0.21 -0.08
H 2.319360 -6.108494 -3.244309 -0.08 0.00 -0.13
O 3.565620 6.621152 0.737881 0.13 0.16 -0.11
C 4.593014 6.874567 0.213347 -0.16 -0.11 0.41
O 5.728620 7.219455 0.876592 -0.09 0.00 -0.37
C 6.782333 7.311057 -0.082292 0.35 0.15 0.29
C 6.023154 7.562633 -1.358757 0.06 -0.38 -0.16
F 6.656688 7.018500 -2.431750 -0.09 0.05 -0.06
O 4.807905 6.868434 -1.141993 0.12 0.41 0.25
H 7.333588 6.369606 -0.110560 -0.07 -0.03 -0.19
H 7.469201 8.116387 0.166653 -0.15 0.04 0.16
H 5.810545 8.614545 -1.559325 0.06 -0.03 -0.15
O 2.335540 1.554087 5.636715 0.01 0.02 0.10
C 2.401323 0.993551 6.676334 -0.17 0.22 -0.24
O 1.963294 1.501705 7.856851 0.19 -0.29 -0.06
C 2.091392 0.473584 8.841681 -0.11 0.26 0.38
C 3.155903 -0.408347 8.239298 -0.25 -0.38 -0.09
F 2.973841 -1.709958 8.573158 0.08 0.00 -0.04
O 2.934789 -0.253020 6.850231 0.16 0.39 0.25
H 1.139032 -0.047772 8.950482 0.09 -0.16 -0.08
H 2.380463 0.888007 9.804510 0.01 0.20 -0.12
H 4.178719 -0.112809 8.480268 0.02 -0.14 0.03
O 8.224624 0.003556 1.273098 0.06 0.03 -0.03
C 8.141229 -0.639453 0.281658 0.02 0.26 0.16
O 7.164416 -0.496996 -0.648518 0.29 -0.22 0.07
C 7.491853 -1.351447 -1.750734 -0.54 0.03 -0.37
C 8.380496 -2.376564 -1.099806 0.38 0.08 -0.22
F 9.326762 -2.835585 -1.956933 0.02 -0.04 0.09
O 9.013094 -1.629383 -0.073425 -0.50 -0.06 0.08
H 8.016143 -0.773664 -2.514035 0.21 -0.11 0.08
H 6.598823 -1.790002 -2.189182 -0.11 0.07 0.20
H 7.848126 -3.222215 -0.661738 0.08 -0.08 -0.08
O 1.516235 -6.286700 0.497044 0.06 -0.30 0.23
C 0.957371 -6.507060 1.519759 0.30 0.14 -0.26
O 0.996994 -7.679372 2.192135 -0.18 0.29 0.03
C 0.310013 -7.483034 3.434212 -0.02 -0.44 0.15
C -0.586625 -6.313411 3.114001 0.16 0.30 0.34
F -0.793558 -5.529925 4.198203 -0.05 0.05 -0.08
O 0.181455 -5.592812 2.163193 -0.29 -0.44 -0.02
H 1.032173 -7.246184 4.216758 -0.07 0.19 -0.01
H -0.243264 -8.373948 3.720408 0.07 -0.09 -0.22
H -1.548659 -6.586912 2.675206 -0.05 0.10 0.08
O 1.614861 8.092118 -6.112953 -0.01 -0.01 0.07
C 2.417069 7.362820 -5.642275 -0.20 0.34 -0.03
O 3.752586 7.609603 -5.594864 -0.18 -0.31 0.07
C 4.357239 6.561390 -4.831876 0.46 0.13 -0.11
C 3.351426 5.449948 -4.972291 -0.19 -0.04 0.38
F 3.315501 4.663992 -3.865423 0.01 -0.06 -0.10
O 2.127362 6.150705 -5.077160 0.33 0.02 -0.36
H 4.468892 6.881430 -3.797849 -0.15 -0.15 0.10
H 5.334979 6.300821 -5.230104 -0.05 0.15 -0.15
H 3.489304 4.823497 -5.855674 -0.02 -0.13 0.10
O -6.705094 -5.609791 -2.714198 -0.05 -0.04 -0.02
C -6.618908 -5.485057 -1.537973 0.00 -0.13 -0.22
O -7.672345 -5.235858 -0.716660 0.30 -0.02 0.01
C -7.189545 -5.291762 0.630000 -0.37 0.09 0.26
C -5.721879 -5.007715 0.444741 0.25 -0.15 0.20
F -4.969727 -5.658447 1.370273 0.06 0.01 -0.08
O -5.457837 -5.564670 -0.835139 -0.38 0.33 -0.02
H -7.370114 -6.286624 1.040922 0.18 -0.03 -0.02
H -7.685656 -4.554917 1.256616 -0.09 0.08 -0.21
H -5.461059 -3.948732 0.444265 0.18 -0.07 0.11
O -11.711249 -1.644408 -3.260906 -0.03 -0.04 0.04
C -11.219818 -2.701922 -3.464308 -0.07 0.27 0.21
O -9.909425 -2.993860 -3.266070 -0.29 -0.17 -0.16
C -9.741455 -4.398207 -3.492320 0.50 -0.05 -0.05
C -10.916975 -4.714439 -4.379797 -0.24 -0.24 0.34
F -11.374566 -5.974907 -4.173680 -0.05 0.03 -0.08
O -11.896234 -3.791629 -3.937653 0.40 0.20 -0.25
H -9.787317 -4.927939 -2.540196 -0.15 -0.09 -0.07
H -8.785432 -4.608145 -3.964319 0.05 0.20 0.06
H -10.732800 -4.567100 -5.445691 -0.07 -0.14 -0.02
```
Forces are in eV/Å.

Results of the Löwdin charge analysis, in e, for atoms 1 through 6: -0.07, -0.21, -0.21, -0.58, 0.90, -0.27


[6]
The molecule C4H12N4 at a distorted geometry. Source: the Open Molecules 2025 dataset; level of theory: wB97M-V/def2-TZVPD.

Values from the calculation:
Molar mass = 116.2 g mol⁻¹
Charge = 0
Spin multiplicity = 1
Maximum force = 2.302 eV/Å
LUMO energy = 1.0445 eV
Energy above the lowest of the compared OMol25 structures with the same formula, charge and spin = 72.46 kcal/mol

Geometry as XYZ:
```
20
Properties=species:S:1:pos:R:3:forces:R:3
C 1.933230 -1.707231 -0.422235 1.00 0.02 -0.34
C 1.917031 -0.356107 0.369444 -0.50 -0.85 -0.81
N 1.003144 0.610223 -0.207826 2.10 -0.31 -0.88
C 1.409040 1.989273 0.111806 -0.86 -0.62 -0.24
N -0.342636 0.318821 -0.363013 0.09 0.83 1.16
C -0.915407 -0.544915 0.399210 0.86 -0.02 0.04
N -2.269133 -0.610173 0.367258 0.68 -0.66 0.32
N -2.990922 0.282535 -0.384783 -1.33 1.03 0.16
H 2.350227 -2.524980 0.260332 -0.56 0.97 -1.14
H 0.930137 -1.996246 -0.820157 0.79 0.21 0.55
H 2.609343 -1.568596 -1.342088 -0.93 -0.39 1.39
H 2.929379 0.093041 0.342777 -0.63 -0.43 0.11
H 1.635180 -0.540428 1.403770 0.20 -0.23 0.65
H 2.395994 1.957851 0.627798 -0.78 0.25 -0.67
H 1.393679 2.626706 -0.783718 0.32 -0.12 0.23
H 0.673904 2.387721 0.793960 -0.19 0.49 0.51
H -0.417511 -1.270768 1.084773 -0.35 0.58 -0.52
H -2.748791 -1.384803 0.778282 -0.19 -0.17 -0.26
H -3.155606 1.103690 0.207988 0.03 -0.16 -0.44
H -2.462469 0.620848 -1.184521 0.24 -0.42 0.16
```
Forces are in eV/Å.

Results of the Löwdin charge analysis, in e, for atoms 1 through 6: -0.10, -0.29, -0.28, -0.07, 0.04, -0.23